Record 1
Here is C32H28CrF5N5O5PS2 as an isolated structure at a distorted geometry from OMol25. Energies are from ωB97M-V/def2-TZVPD.

largest force on an atom = 0.0261 Eh/bohr
net charge = -1
calculated total energy = -124297.114 eV
orbital gap (spin up / spin down) = 6.8 / 7.9 eV
2S+1 = 5
M = 804.7 Da
ΔE to the lowest compared entry with this formula, charge and spin = 28.6 kcal/mol

Last column: Mulliken charge in e.
CARTESIAN COORDINATES (ANGSTROEM)
Cr: 0.10 0.58 2.13  1.4800
O: 2.37 -0.33 -1.41  -0.6124
S: 2.70 0.90 -0.72  1.5649
O: 4.13 1.18 -0.65  -0.8508
O: 2.01 1.07 0.56  -0.4538
C: 1.98 2.15 -1.77  0.1808
C: 2.79 2.84 -2.67  -0.5599
C: 2.22 3.73 -3.56  -0.6448
C: 0.84 3.93 -3.56  -0.7005
C: 0.04 3.24 -2.66  -0.4155
C: 0.60 2.34 -1.75  -0.1983
P: -0.48 1.40 -0.56  1.2833
C: -1.16 0.13 -1.71  0.8521
C: -2.18 0.34 -2.64  -0.1333
C: -2.72 -0.73 -3.34  -0.9778
C: -2.24 -2.02 -3.14  -0.6138
C: -1.18 -2.22 -2.25  -0.9486
C: -0.65 -1.16 -1.54  -0.4152
C: -1.76 2.70 -0.29  0.7928
C: -1.26 3.76 0.47  -1.0449
C: -2.09 4.76 0.94  -0.6398
C: -3.46 4.71 0.66  -0.6079
C: -3.97 3.65 -0.06  -0.8430
C: -3.13 2.65 -0.54  -0.5477
H: 3.86 2.67 -2.64  0.5200
H: 2.84 4.27 -4.27  0.3702
H: 0.39 4.62 -4.26  0.4043
H: -1.03 3.42 -2.65  0.2751
H: -2.55 1.34 -2.83  0.4827
H: -3.52 -0.56 -4.05  0.4212
H: -2.67 -2.85 -3.67  0.3859
H: -0.78 -3.22 -2.10  0.5598
H: 0.17 -1.32 -0.86  0.3045
H: -0.20 3.78 0.72  0.3283
H: -1.69 5.57 1.54  0.4044
H: -4.12 5.48 1.04  0.3488
H: -5.04 3.59 -0.25  0.3926
H: -3.55 1.82 -1.09  0.4082
N: 4.17 -0.07 2.06  -0.3798
C: 3.56 -1.19 1.64  0.1898
S: 2.10 -1.67 2.33  -0.5449
N: 4.24 -1.87 0.68  -0.1255
C: 3.85 -2.90 -0.21  0.8047
C: 4.55 -2.97 -1.41  -0.4364
C: 4.26 -3.94 -2.35  -0.6215
C: 3.27 -4.87 -2.10  -0.5513
C: 2.58 -4.82 -0.90  -0.5812
C: 2.86 -3.85 0.05  -0.4077
H: 3.59 0.56 2.62  0.4955
H: 4.71 0.42 1.36  0.3005
H: 4.97 -1.30 0.27  0.3300
H: 5.31 -2.22 -1.62  0.2874
H: 4.81 -3.96 -3.29  0.3471
H: 3.03 -5.63 -2.85  0.3749
H: 1.80 -5.54 -0.70  0.3877
H: 2.31 -3.81 0.97  0.3733
F: -1.15 2.68 3.72  -0.2773
C: -1.43 1.39 3.30  0.5151
F: -2.71 1.53 2.73  -0.3134
C: -1.69 0.58 4.59  0.2789
F: -2.52 -0.46 4.33  -0.2640
F: -0.54 0.06 5.07  -0.2733
F: -2.25 1.27 5.60  -0.3032
O: 2.50 2.49 4.56  -0.4804
N: 2.44 1.73 3.64  -0.6901
O: 1.26 1.58 3.19  0.2119
N: -4.10 -3.95 0.98  -0.5701
C: -3.19 -2.94 1.25  0.7952
C: -3.40 -1.64 0.81  -1.0261
C: -2.44 -0.69 1.03  -0.3337
N: -1.27 -0.91 1.66  1.1191
C: -1.10 -2.16 2.11  -1.0632
C: -2.00 -3.18 1.93  -1.2574
H: -5.03 -3.64 0.78  0.2353
H: -4.05 -4.76 1.57  0.2218
H: -4.32 -1.37 0.30  0.4073
H: -2.63 0.33 0.73  0.3042
H: -0.19 -2.35 2.65  0.6163
H: -1.78 -4.17 2.33  0.3527


Record 2
Here is C32H28IN3O2PPt as an isolated structure at a distorted geometry from OMol25. Energies are from ωB97M-V/def2-TZVPD.

largest force on an atom = 0.0657 Eh/bohr
net charge = +1
calculated total energy = -62833.215 eV
orbital gap (spin up / spin down) = 4.9 / 4.9 eV
2S+1 = 1
M = 839.6 Da
ΔE to the lowest compared entry with this formula, charge and spin = 65.1 kcal/mol

Last column: natural (NBO) charge in e.
CARTESIAN COORDINATES (ANGSTROEM)
Pt: 0.22 -0.84 -0.10  0.7497
C: 1.11 -1.31 -4.80  -0.6421
C: 2.23 -0.91 -3.90  0.1260
N: 3.27 -0.34 -4.41  -0.3814
C: 4.34 -0.02 -3.68  -0.0389
C: 4.44 -0.35 -2.35  -0.0180
C: 5.70 -0.05 -1.57  -0.0958
O: 5.46 0.54 -0.31  -0.7247
C: 3.31 -0.90 -1.71  -0.2659
C: 3.35 -1.20 -0.31  0.2234
N: 2.33 -1.27 0.46  -0.6434
C: 2.42 -1.51 1.83  0.1753
C: 3.43 -0.93 2.60  -0.2517
C: 3.43 -1.08 3.98  -0.1661
C: 2.44 -1.83 4.60  -0.2065
C: 1.45 -2.44 3.85  -0.2406
C: 1.45 -2.27 2.48  -0.1681
I: -0.08 -3.24 1.34  0.3664
C: 2.12 -1.16 -2.48  0.4466
O: 1.05 -1.63 -2.00  -0.7760
H: 1.48 -1.41 -5.82  0.2442
H: 0.32 -0.56 -4.80  0.1956
H: 0.68 -2.25 -4.47  0.2317
H: 5.13 0.50 -4.20  0.1976
H: 6.36 0.57 -2.19  0.1908
H: 6.21 -0.99 -1.36  0.1948
H: 5.16 1.45 -0.43  0.4763
H: 4.34 -1.40 0.11  0.2029
H: 4.19 -0.33 2.12  0.2419
H: 4.19 -0.59 4.56  0.2304
H: 2.44 -1.94 5.67  0.2326
H: 0.68 -3.01 4.33  0.2346
N: -0.52 0.71 -2.14  -0.8195
C: -1.01 1.92 -1.63  0.2492
C: -0.74 3.15 -2.22  -0.2562
C: -1.24 4.31 -1.66  -0.1518
C: -2.03 4.25 -0.52  -0.2211
C: -2.26 3.04 0.11  -0.1443
C: -1.74 1.87 -0.43  -0.4612
P: -1.73 0.28 0.43  1.1411
C: -2.19 0.70 2.12  -0.3931
C: -3.53 0.94 2.41  -0.2218
C: -3.88 1.42 3.66  -0.1484
C: -2.90 1.66 4.61  -0.1941
C: -1.57 1.41 4.32  -0.1903
C: -1.21 0.93 3.08  -0.1887
C: -3.12 -0.68 -0.21  -0.4221
C: -3.70 -0.42 -1.45  -0.1472
C: -4.67 -1.27 -1.95  -0.2142
C: -5.11 -2.34 -1.19  -0.1753
C: -4.56 -2.59 0.05  -0.1858
C: -3.55 -1.78 0.53  -0.2027
H: 0.04 0.82 -2.98  0.4139
H: -1.23 0.00 -2.29  0.4098
H: -0.15 3.19 -3.12  0.2242
H: -1.03 5.26 -2.12  0.2322
H: -2.43 5.16 -0.09  0.2319
H: -2.84 3.00 1.02  0.2335
H: -4.28 0.76 1.66  0.2290
H: -4.92 1.62 3.88  0.2214
H: -3.18 2.04 5.58  0.2284
H: -0.81 1.60 5.07  0.2268
H: -0.17 0.73 2.83  0.2293
H: -3.41 0.46 -2.00  0.2101
H: -5.09 -1.08 -2.92  0.2302
H: -5.88 -2.99 -1.58  0.2307
H: -4.92 -3.42 0.64  0.2285
H: -3.09 -1.97 1.49  0.2261


Record 3
Here is C32H28N3O2S2Tc as an isolated structure at a distorted geometry from OMol25. Energies are from ωB97M-V/def2-TZVPD.

largest force on an atom = 0.0268 Eh/bohr
net charge = +3
calculated total energy = -66043.229 eV
orbital gap (spin up / spin down) = 5.0 / 5.3 eV
2S+1 = 2
M = 648.7 Da
ΔE to the lowest compared entry with this formula, charge and spin = 9.9 kcal/mol

Last column: natural (NBO) charge in e.
CARTESIAN COORDINATES (ANGSTROEM)
Tc: -0.58 0.26 0.06  1.4745
N: 3.42 -7.07 -5.84  -0.1809
C: 2.99 -6.24 -5.17  0.2171
C: 2.45 -5.21 -4.32  -0.0981
C: 2.18 -3.95 -4.85  -0.1451
C: 1.65 -2.96 -4.05  -0.1857
C: 1.35 -3.24 -2.71  -0.1611
C: 1.62 -4.50 -2.18  -0.1404
C: 2.18 -5.48 -2.98  -0.1635
C: 0.77 -2.19 -1.86  0.3198
C: -0.54 -2.34 -1.40  -0.0374
C: -1.41 -3.39 -1.66  -0.0325
C: -2.62 -3.15 -0.96  -0.2488
C: -2.47 -1.96 -0.31  0.0398
N: -1.22 -1.43 -0.57  -0.4154
C: 1.56 -1.08 -1.52  -0.0347
C: 2.89 -0.86 -1.85  -0.0575
C: 3.29 0.38 -1.29  -0.2481
C: 2.21 0.89 -0.64  0.0075
N: 1.14 0.02 -0.76  -0.4332
H: 2.40 -3.75 -5.89  0.2605
H: 1.44 -1.98 -4.46  0.2336
H: 1.40 -4.72 -1.14  0.2239
H: 2.41 -6.46 -2.58  0.2596
H: -1.18 -4.24 -2.29  0.2730
H: -3.50 -3.78 -0.94  0.2802
H: -3.19 -1.47 0.33  0.2315
H: 3.50 -1.54 -2.43  0.2731
H: 4.27 0.84 -1.36  0.2768
H: 2.15 1.83 -0.11  0.2194
O: -0.21 -0.22 1.89  -0.8358
S: 0.17 0.71 3.13  1.2983
C: 0.16 2.34 2.37  -0.6007
C: -1.28 2.85 2.21  -0.4326
C: -1.40 4.09 1.33  -0.4300
C: -1.01 3.97 -0.14  -0.5929
S: -2.05 2.95 -1.21  1.3064
O: -1.39 1.50 -1.17  -0.8507
C: -3.57 2.84 -0.32  -0.2299
C: -3.89 1.74 0.45  -0.2400
C: -5.10 1.72 1.12  -0.1725
C: -5.97 2.80 1.00  -0.1403
C: -5.64 3.89 0.20  -0.1596
C: -4.43 3.92 -0.48  -0.2204
C: 1.89 0.42 3.38  -0.2266
C: 2.47 1.10 4.45  -0.2329
C: 3.81 0.86 4.72  -0.1641
C: 4.52 -0.05 3.95  -0.1409
C: 3.91 -0.74 2.90  -0.1708
C: 2.58 -0.51 2.61  -0.2401
H: 0.73 2.22 1.44  0.2082
H: 0.76 2.99 3.02  0.2947
H: -1.68 3.09 3.19  0.2709
H: -1.94 2.06 1.82  0.1988
H: -0.78 4.90 1.74  0.2615
H: -2.43 4.45 1.40  0.2601
H: -0.01 3.57 -0.32  0.2428
H: -1.04 4.95 -0.62  0.2956
H: -3.23 0.88 0.50  0.1728
H: -5.37 0.86 1.73  0.2476
H: -6.92 2.78 1.51  0.2617
H: -6.34 4.71 0.09  0.2646
H: -4.19 4.76 -1.12  0.2534
H: 1.90 1.78 5.08  0.2420
H: 4.29 1.37 5.54  0.2601
H: 5.57 -0.24 4.18  0.2575
H: 4.47 -1.46 2.33  0.2457
H: 2.08 -1.06 1.82  0.2298


Record 4
Here is C32H30AgN5OS2 as an isolated structure at a distorted geometry from OMol25. Energies are from ωB97M-V/def2-TZVPD.

largest force on an atom = 0.0246 Eh/bohr
calculated total energy = -68838.688 eV
orbital gap = 6.0 eV
2S+1 = 1
M = 672.6 Da
ΔE to the lowest compared entry with this formula, charge and spin = 0.0 kcal/mol

Last column: Mulliken charge in e.
CARTESIAN COORDINATES (ANGSTROEM)
Ag: 0.19 0.26 -0.06  -0.0593
C: 0.47 -2.84 3.47  -1.1785
C: 0.00 -1.74 2.55  0.2066
N: 0.36 -1.66 1.32  0.3829
N: 1.14 -2.60 0.79  -0.7822
C: 1.85 -2.18 -0.25  0.5406
O: 1.99 -0.98 -0.62  -0.8924
C: 2.56 -3.24 -1.03  0.4481
C: 2.93 -4.44 -0.45  -0.1381
C: 3.66 -5.37 -1.18  -0.6431
C: 4.00 -5.11 -2.50  -0.3592
C: 3.61 -3.92 -3.09  -0.5212
C: 2.89 -2.98 -2.36  -0.4630
C: -0.90 -0.70 3.06  0.3477
C: -1.37 -0.72 4.38  -0.5440
C: -2.18 0.30 4.83  -0.4720
C: -2.53 1.32 3.96  -0.7255
C: -2.03 1.26 2.67  0.0616
N: -1.24 0.29 2.23  0.1180
H: 1.13 -3.49 2.91  0.2451
H: -0.37 -3.43 3.84  0.3103
H: 1.01 -2.43 4.32  0.3105
H: 2.65 -4.63 0.58  0.3753
H: 3.96 -6.30 -0.72  0.3716
H: 4.59 -5.83 -3.06  0.3622
H: 3.86 -3.72 -4.12  0.3752
H: 2.59 -2.04 -2.80  0.4738
H: -1.09 -1.53 5.05  0.3021
H: -2.54 0.31 5.85  0.4076
H: -3.16 2.14 4.27  0.3781
H: -2.29 2.03 1.95  0.2804
S: -0.64 2.70 -0.14  -0.2219
C: -1.01 3.07 -1.72  0.5349
N: -1.83 4.09 -2.05  0.2329
C: -1.94 4.49 -3.44  -0.7098
C: -0.57 4.39 -4.07  -0.7742
N: -0.14 3.00 -3.97  0.2387
C: 0.58 2.45 -5.12  -1.6571
C: -0.33 2.25 -6.31  0.7834
C: -1.39 1.35 -6.24  -0.1639
C: -2.24 1.18 -7.32  -0.7502
C: -2.05 1.91 -8.49  -0.3810
C: -1.00 2.82 -8.56  -0.5760
C: -0.15 2.99 -7.47  -0.2876
C: -0.42 2.30 -2.86  0.2540
S: -0.18 0.66 -2.73  -0.2405
C: -2.64 4.84 -1.09  -1.4721
C: -2.13 6.24 -0.87  0.6844
C: -0.87 6.46 -0.31  -0.1270
C: -0.40 7.75 -0.12  -0.7456
C: -1.18 8.84 -0.49  -0.3709
C: -2.43 8.63 -1.05  -0.5880
C: -2.90 7.34 -1.24  -0.2633
H: -2.30 5.52 -3.48  0.4800
H: -2.65 3.85 -3.98  0.3201
H: 0.13 5.05 -3.55  0.3195
H: -0.61 4.66 -5.12  0.4678
H: 1.02 1.51 -4.81  0.5356
H: 1.37 3.15 -5.37  0.4096
H: -1.53 0.77 -5.34  0.3656
H: -3.05 0.47 -7.26  0.4023
H: -2.70 1.77 -9.33  0.3800
H: -0.84 3.39 -9.46  0.3729
H: 0.67 3.70 -7.54  0.3611
H: -2.64 4.28 -0.16  0.3653
H: -3.65 4.87 -1.48  0.4117
H: -0.27 5.61 -0.02  0.3770
H: 0.58 7.91 0.31  0.4017
H: -0.82 9.85 -0.33  0.3803
H: -3.05 9.48 -1.33  0.3737
H: -3.88 7.19 -1.67  0.3576